{"formula": "C18H34N5O9", "method": "wB97M-V/def2-TZVPD", "species": ["N", "C", "N", "N", "C", "C", "C", "C", "C", "C", "C", "N", "N", "C", "H", "H", "H", "H", "H", "H", "H", "H", "H", "H", "H", "H", "H", "H", "H", "H", "C", "O", "C", "O", "O", "C", "H", "H", "H", "H", "H", "H", "C", "O", "C", "O", "O", "C", "H", "H", "H", "H", "H", "H", "C", "O", "C", "O", "O", "C", "H", "H", "H", "H", "H", "H"], "xyz": [[-3.259, -7.207, 3.213], [-3.380, -6.476, 2.185], [-4.491, -6.383, 1.336], [-2.323, -5.642, 1.835], [-1.939, -5.574, 0.414], [-0.501, -6.054, 0.229], [0.174, -5.625, -1.084], [-0.154, -4.211, -1.576], [0.065, -3.087, -0.622], [-0.528, -1.845, -0.819], [-0.265, -0.858, 0.113], [0.505, -1.092, 1.161], [1.111, -2.247, 1.393], [0.894, -3.189, 0.517], [-4.114, -7.714, 3.413], [-5.217, -7.020, 1.625], [-4.852, -5.438, 1.320], [-1.546, -5.897, 2.429], [-2.081, -4.547, 0.078], [-2.591, -6.214, -0.170], [0.111, -5.802, 1.092], [-0.531, -7.141, 0.224], [-0.102, -6.310, -1.879], [1.254, -5.710, -0.973], [-1.179, -4.163, -1.933], [0.468, -3.995, -2.448], [-1.158, -1.650, -1.670], [-0.681, 0.136, 0.015], [0.677, -0.348, 1.825], [1.415, -4.112, 0.701], [-0.259, 4.988, 1.106], [-1.663, 4.773, 1.278], [-2.091, 3.555, 0.989], [-1.406, 2.607, 0.665], [-3.410, 3.536, 1.131], [-4.037, 2.283, 0.857], [-0.052, 6.007, 1.416], [0.300, 4.295, 1.731], [0.025, 4.870, 0.061], [-3.674, 1.516, 1.540], [-3.863, 1.983, -0.175], [-5.099, 2.435, 1.016], [6.468, 4.924, 2.171], [5.054, 4.759, 2.338], [4.595, 3.567, 1.992], [5.236, 2.645, 1.564], [3.270, 3.553, 2.200], [2.657, 2.319, 1.862], [6.694, 5.936, 2.491], [7.011, 4.214, 2.790], [6.746, 4.799, 1.126], [3.056, 1.506, 2.470], [2.790, 2.104, 0.802], [1.593, 2.437, 2.063], [1.529, 5.364, -5.545], [1.042, 4.094, -5.094], [0.362, 4.140, -3.956], [0.137, 5.122, -3.298], [-0.031, 2.899, -3.651], [-0.788, 2.823, -2.445], [2.058, 5.173, -6.473], [0.702, 6.046, -5.728], [2.213, 5.792, -4.815], [-1.705, 3.405, -2.526], [-0.202, 3.170, -1.598], [-1.039, 1.776, -2.299]], "forces_ev_per_a": [[0.1397, -0.3626, -0.0411], [-0.1699, 0.0131, 0.3334], [0.0169, 0.1080, 0.0892], [0.0220, -0.1931, -0.5721], [0.2160, 0.0715, 0.5749], [-0.1527, -0.2430, -0.3800], [0.0230, 0.3343, 0.2722], [0.1578, -0.2496, -0.0322], [-0.3465, 0.6622, 0.0450], [0.5285, -0.6230, 0.3890], [-0.5096, 0.5800, -0.4464], [0.0169, -0.5563, -0.4188], [-0.0138, 0.5946, 0.2244], [0.0591, -0.4382, -0.2538], [-0.0503, 0.0445, 0.1429], [-0.1073, -0.0155, -0.0178], [-0.0019, 0.0183, -0.2361], [0.0446, 0.1292, 0.1386], [0.0345, 0.0995, -0.1546], [-0.2402, 0.0786, -0.1440], [0.0354, 0.2886, 0.1319], [0.0970, -0.1456, 0.1344], [-0.0457, -0.0660, -0.1447], [0.1324, -0.1474, -0.0199], [-0.1421, 0.0974, -0.0424], [0.0533, 0.0184, -0.1275], [-0.1190, 0.1139, -0.0565], [0.0056, 0.1984, 0.2081], [0.1265, -0.0827, 0.2194], [0.1381, -0.1012, 0.1976], [0.2820, -0.0235, 0.0346], [-0.0415, -0.1342, -0.1605], [-0.1465, 0.2327, 0.1939], [0.1338, -0.1483, -0.0289], [0.0194, -0.0511, -0.0431], [-0.1342, -0.0893, 0.0058], [-0.1578, 0.0124, 0.0517], [0.0499, 0.0294, -0.0328], [-0.0332, -0.0478, -0.0245], [0.0496, -0.0089, -0.0230], [0.0564, -0.0146, -0.0012], [0.0151, 0.0864, 0.0201], [0.1807, 0.1179, 0.0151], [-0.0388, 0.0279, 0.0106], [0.0594, 0.0931, 0.0254], [0.0059, -0.0695, -0.0286], [-0.1085, 0.0339, 0.0448], [-0.2544, -0.1234, -0.0701], [-0.1019, 0.0157, 0.0226], [-0.0178, -0.0654, -0.0467], [-0.0105, -0.0821, -0.0006], [0.0966, -0.0060, -0.0848], [0.1171, -0.0924, 0.0211], [0.0219, 0.1163, 0.0658], [0.1087, 0.1304, -0.1507], [-0.0297, -0.0550, 0.0224], [0.1173, 0.0464, -0.1187], [-0.0239, 0.0264, 0.0820], [-0.0755, -0.1482, 0.0263], [-0.0275, -0.0428, 0.0856], [-0.0242, -0.1011, 0.0101], [-0.0146, 0.0139, 0.0798], [-0.0599, 0.0211, 0.0520], [0.0289, 0.0622, 0.0457], [-0.0230, 0.0643, 0.0085], [0.0326, -0.0530, -0.1226]], "homo_ev": -11.27, "charge": 1, "orbital_gap_ha": 0.2383}



{"formula": "C18H34NO3P", "method": "wB97M-V/def2-TZVPD", "species": ["N", "C", "C", "C", "O", "C", "P", "O", "C", "C", "O", "H", "H", "H", "H", "H", "H", "C", "C", "C", "C", "C", "C", "H", "H", "H", "H", "H", "H", "H", "H", "H", "H", "H", "H", "H", "H", "C", "C", "C", "C", "C", "C", "H", "H", "H", "H", "H", "H", "H", "H", "H", "H", "H", "H", "H", "H"], "xyz": [[1.004, 5.038, 0.819], [0.485, 3.789, 0.562], [-0.448, 3.480, -0.347], [-0.990, 2.112, -0.393], [-2.113, 1.833, -0.751], [-0.063, 1.018, 0.076], [-0.226, -0.605, -0.685], [-0.183, -0.619, -2.160], [0.850, 1.308, 0.993], [0.910, 2.704, 1.524], [1.225, 2.941, 2.667], [0.816, 5.696, 0.074], [1.995, 5.032, 1.019], [-0.869, 4.211, -1.026], [0.828, -1.263, -0.026], [-1.367, -1.159, -0.087], [1.547, 0.584, 1.397], [0.978, -0.684, -5.285], [0.285, -2.034, -5.147], [0.996, -3.167, -5.886], [1.105, -2.983, -7.401], [-0.230, -2.795, -8.120], [-1.175, -3.983, -7.972], [1.020, -0.356, -6.326], [0.451, 0.076, -4.710], [2.003, -0.735, -4.907], [-0.748, -1.950, -5.498], [0.221, -2.283, -4.087], [0.486, -4.109, -5.669], [2.007, -3.274, -5.478], [1.614, -3.856, -7.823], [1.748, -2.126, -7.619], [-0.033, -2.623, -9.181], [-0.723, -1.890, -7.754], [-0.712, -4.897, -8.354], [-2.101, -3.822, -8.525], [-1.442, -4.157, -6.929], [-0.367, 1.055, 8.870], [-0.141, -0.009, 7.802], [0.677, 0.487, 6.610], [0.045, 1.643, 5.832], [-1.347, 1.358, 5.270], [-1.368, 0.214, 4.260], [-0.931, 1.904, 8.481], [-0.926, 0.652, 9.716], [0.585, 1.434, 9.249], [-1.106, -0.391, 7.457], [0.377, -0.862, 8.248], [0.862, -0.352, 5.933], [1.662, 0.807, 6.965], [0.705, 1.907, 5.000], [-0.003, 2.530, 6.470], [-1.714, 2.266, 4.785], [-2.048, 1.144, 6.081], [-0.691, 0.426, 3.428], [-2.367, 0.066, 3.849], [-1.055, -0.730, 4.711]], "forces_ev_per_a": [[0.1476, 0.0280, -0.5591], [0.2073, -0.1372, 0.3514], [-0.1907, -0.1257, -0.1375], [-0.0817, -0.0368, 0.1143], [0.1921, 0.0235, -0.2014], [-0.1841, 0.2335, -0.1544], [-0.0306, -0.0146, -0.0300], [0.0260, -0.0048, 0.0323], [0.1591, 0.1456, 0.0552], [-0.0729, -0.1087, 0.1737], [0.2456, 0.0391, -0.3770], [-0.1135, 0.0697, 0.1071], [-0.0853, -0.0016, 0.3919], [-0.1269, 0.0304, 0.0766], [-0.0116, -0.1235, 0.0548], [-0.0432, -0.0189, 0.0141], [-0.0528, 0.0058, 0.1359], [-0.0642, -0.0051, -0.0402], [0.0551, -0.0146, -0.0044], [-0.0040, -0.0077, 0.0037], [0.0096, 0.0010, 0.0049], [-0.0036, -0.0153, -0.0176], [-0.0020, 0.0243, 0.0021], [0.0148, 0.0119, 0.0042], [0.0149, -0.0052, 0.0230], [0.0096, -0.0023, -0.0190], [-0.0040, -0.0108, -0.0002], [-0.0246, 0.0119, 0.0039], [0.0029, -0.0047, -0.0087], [-0.0020, 0.0029, 0.0067], [-0.0052, -0.0003, -0.0064], [0.0015, 0.0021, 0.0088], [-0.0095, 0.0058, -0.0016], [0.0105, 0.0085, 0.0010], [0.0033, -0.0071, 0.0166], [0.0027, -0.0034, -0.0089], [0.0000, -0.0002, 0.0015], [-0.0135, -0.0172, -0.0109], [0.0090, 0.0052, 0.0183], [-0.0153, -0.0069, -0.0097], [0.0300, 0.0055, -0.0207], [0.0059, 0.0003, -0.0342], [-0.0171, 0.0104, 0.0152], [-0.0011, 0.0012, -0.0007], [0.0072, -0.0032, 0.0049], [-0.0007, 0.0151, -0.0088], [0.0038, -0.0070, -0.0110], [-0.0096, -0.0051, 0.0038], [0.0019, 0.0046, -0.0070], [-0.0015, -0.0046, 0.0086], [0.0101, 0.0163, 0.0147], [-0.0049, -0.0039, 0.0060], [-0.0127, 0.0006, 0.0073], [0.0035, 0.0011, 0.0059], [0.0123, -0.0135, 0.0112], [0.0005, 0.0070, -0.0101], [0.0020, -0.0012, -0.0002]], "homo_ev": -9.72, "smiles": "NC1=CC(=O)C([PH2]=O)=CC1=O.CCCCCC.CCCCCC", "relative_energy_ev": 0.000, "orbital_gap_ha": 0.3045}



{"formula": "C18H35As2EuNS2", "method": "wB97M-V/def2-TZVPD", "species": ["Eu", "S", "S", "C", "C", "C", "N", "C", "C", "H", "H", "H", "H", "H", "H", "H", "H", "C", "H", "H", "H", "H", "H", "H", "H", "C", "C", "H", "H", "H", "H", "C", "As", "C", "C", "C", "C", "C", "C", "C", "As", "C", "C", "H", "H", "H", "H", "H", "H", "H", "H", "H", "H", "H", "H", "H", "H", "H", "H"], "xyz": [[0.768, 0.207, -0.147], [-0.776, 2.575, -0.622], [-0.778, -2.343, -0.358], [-2.584, 2.368, -0.499], [-0.547, 2.461, -2.445], [-1.016, 1.152, -3.082], [-0.266, -0.042, -2.595], [-0.954, -1.312, -2.962], [-0.426, -2.484, -2.147], [0.525, 2.622, -2.648], [-1.120, 3.303, -2.867], [-0.879, 1.256, -4.171], [-2.088, 0.998, -2.881], [-0.822, -1.518, -4.036], [-2.030, -1.186, -2.780], [0.671, -2.570, -2.267], [-0.889, -3.420, -2.482], [-2.604, -2.381, -0.317], [0.635, -0.035, -3.083], [-3.076, -1.544, -0.850], [-2.880, -2.328, 0.742], [-2.934, -3.343, -0.726], [-2.808, 2.313, 0.577], [-2.930, 1.449, -1.000], [-3.061, 3.258, -0.940], [4.307, 0.113, -1.427], [4.961, 0.112, -0.248], [3.948, 1.031, -1.906], [4.225, -0.797, -2.028], [5.253, 1.036, 0.271], [5.419, -0.804, 0.160], [2.517, -1.564, 1.060], [3.417, -0.205, 2.194], [2.789, 1.567, 1.465], [2.408, -0.630, 3.895], [3.202, -1.280, 4.852], [2.643, -1.664, 6.074], [1.304, -1.381, 6.358], [0.505, -0.735, 5.412], [1.038, -0.415, 4.151], [-0.165, 0.356, 2.779], [-0.668, 1.920, 3.840], [-1.729, -0.766, 3.108], [1.449, -1.665, 1.318], [2.708, -1.359, -0.006], [2.976, -2.530, 1.273], [1.762, 1.854, 1.786], [3.497, 2.278, 1.931], [2.934, 1.650, 0.370], [4.260, -1.494, 4.645], [3.256, -2.181, 6.808], [0.872, -1.670, 7.316], [-0.532, -0.484, 5.652], [0.218, 2.549, 3.976], [-1.446, 2.461, 3.286], [-1.049, 1.564, 4.798], [-2.532, -0.420, 2.447], [-1.452, -1.803, 2.869], [-2.012, -0.657, 4.159]], "forces_ev_per_a": [[0.2217, -0.0973, -0.0144], [-0.3946, 0.1818, -0.4978], [-0.2470, -0.0186, -0.1323], [0.0070, 0.0277, 0.0408], [-0.1711, 0.0170, 0.0837], [0.0726, 0.0440, -0.1272], [-0.1322, 0.2231, -0.0497], [0.1184, 0.1282, -0.0869], [-0.1075, 0.0012, -0.0537], [-0.3387, 0.1446, 0.1123], [0.3814, -0.2864, -0.0116], [-0.2690, -0.0238, 0.2497], [0.4489, -0.0121, -0.1524], [-0.1206, -0.0179, 0.2589], [0.3113, 0.0222, -0.0843], [-0.4278, -0.1367, 0.1673], [0.2528, 0.1598, -0.0408], [0.0994, -0.0224, 0.0252], [-0.2414, -0.0704, -0.0746], [0.2287, -0.2632, 0.1343], [0.0606, -0.0589, -0.2827], [0.0304, 0.2899, 0.0990], [-0.0292, 0.0629, -0.4240], [0.1462, 0.4195, 0.2971], [0.1251, -0.4164, 0.2323], [0.3950, -0.0191, 0.5515], [0.6724, 0.0089, -1.1298], [0.2065, -0.1645, 0.2361], [-0.0998, 0.1754, 0.2919], [-0.3852, -0.4231, -0.2487], [-0.3309, 0.4726, -0.3303], [-0.3744, 0.0307, 0.0164], [0.1133, -0.4224, 0.9366], [-0.4882, 0.1804, 0.6052], [-0.2175, 0.0385, -0.5487], [-0.0821, 0.1831, 0.0240], [-0.1996, 0.0403, -0.1930], [0.0654, 0.1123, -0.1137], [0.3335, -0.0930, -0.3797], [0.3616, 0.0994, -0.1277], [0.0141, -0.3433, 1.4338], [-0.1322, 0.1055, -0.6682], [0.1308, 0.0928, -0.2342], [0.2656, -0.2299, -0.1477], [-0.0485, -0.2620, 0.2246], [-0.0004, 0.1083, 0.0920], [0.6560, 0.0852, -0.3106], [-0.4536, -0.2421, -0.3013], [-0.0136, -0.0190, 0.5209], [-0.4876, 0.1778, 0.1273], [-0.1040, 0.0933, -0.1194], [0.1779, 0.1222, -0.2367], [0.3712, -0.2391, -0.0270], [-0.2786, -0.0556, 0.0456], [0.1789, 0.0590, 0.3543], [0.0645, 0.1731, -0.1183], [0.0246, -0.1746, 0.2563], [-0.2298, 0.2408, 0.1838], [-0.1309, -0.2098, -0.3340]], "multiplicity": 8, "homo_ev": [-14.21, -14.30], "charge": 2, "orbital_gap_ha": [0.3154, 0.3213]}